Record 1
One molecule with the formula C4H6N2 at a distorted geometry, computed with ωB97M-V with the def2-TZVPD basis set.

Cartesian coordinates (Å):
1 C -1.854 -0.238 0.067
2 C -0.372 -0.139 0.008
3 C 0.411 0.978 0.087
4 N 1.725 0.644 -0.031
5 C 1.640 -0.958 -0.301
6 N 0.387 -1.260 -0.194
7 H -2.280 0.632 0.569
8 H -2.167 -1.132 0.614
9 H -2.294 -0.299 -0.934
10 H 0.019 1.994 0.210
11 H 2.348 1.493 -0.021
12 H 2.438 -1.716 -0.074

Computed properties:
* charge: 0
* SMILES: Cc1c[nH]cn1
* E_LUMO: 0.991 eV
* HOMO level: -8.23 eV



Record 2
A 5-piece molecular cluster, C6H21NO5 overall at a distorted geometry, computed with ωB97M-V with the def2-TZVPD basis set.

Cartesian coordinates (Å):
1 O 3.721 1.024 -0.438
2 C 2.595 0.829 -0.813
3 C 1.415 0.882 0.159
4 C 0.181 0.209 -0.435
5 C -0.421 0.906 -1.653
6 C -0.906 2.325 -1.314
7 C -1.600 0.082 -2.178
8 N 1.775 0.236 1.425
9 H 2.383 0.611 -1.877
10 H 1.213 1.931 0.375
11 H 0.435 -0.821 -0.690
12 H -0.587 0.151 0.341
13 H 0.302 1.022 -2.464
14 H -1.452 2.750 -2.162
15 H -1.584 2.288 -0.453
16 H -0.074 2.991 -1.104
17 H -1.279 -0.937 -2.398
18 H -1.972 0.510 -3.113
19 H -2.392 0.028 -1.429
20 H 2.668 0.607 1.766
21 H 1.864 -0.767 1.280
22 H -3.016 -0.868 1.658
23 H -1.643 -0.849 2.428
24 O -2.318 -1.426 2.008
25 H 0.306 0.287 2.575
26 H -0.589 1.221 3.418
27 O -0.538 0.322 3.091
28 H -1.385 -2.279 0.846
29 H -1.046 -3.756 0.417
30 O -0.885 -2.815 0.194
31 H 2.302 -2.604 0.294
32 H 0.804 -2.230 0.101
33 O 1.724 -1.857 0.146

Computed properties:
* charge: 0
* SMILES: CC(C)C[C@@H](N)C=O.O.O.O.O
* E_LUMO: 0.545 eV
* HOMO level: -9.08 eV



Record 3
An isolated ion of composition C4H7N3 and charge +2 at a distorted geometry, computed with ωB97M-V with the def2-TZVPD basis set.

Cartesian coordinates (Å):
1 C 1.003 -1.090 2.292
2 C -0.261 -0.370 0.636
3 C -0.085 0.903 -1.947
4 C -0.886 0.334 -0.843
5 N -0.202 -1.526 2.381
6 N -0.919 -1.152 1.469
7 N 1.033 -0.325 1.096
8 H 1.903 -0.954 3.014
9 H -0.790 0.808 -2.871
10 H 0.965 0.542 -2.187
11 H -0.145 2.038 -1.866
12 H -1.383 -0.691 -1.310
13 H -1.751 1.044 -0.530
14 H 1.518 0.438 0.666

Computed properties:
* charge: +2
* E_LUMO (alpha / beta): -15.598 / -15.604 eV
* HOMO level (alpha / beta): -20.53 / -20.62 eV



Record 4
C15H25Br24NbO8PS2 as an isolated structure at a distorted geometry, computed with ωB97M-V with the def2-TZVPD basis set.

Cartesian coordinates (Å):
1 C 5.669 0.872 0.987
2 C 4.636 1.271 -0.041
3 C 3.649 0.158 -0.310
4 O 4.344 -1.102 -0.441
5 C 3.591 -1.957 -1.208
6 O 4.094 -2.514 -2.142
7 C 2.134 -2.165 -0.845
8 S 0.992 -1.859 -2.231
9 Nb -0.129 0.319 -2.018
10 O -1.073 2.076 -2.053
11 P -0.697 0.002 0.525
12 O -0.882 -1.390 0.982
13 O 0.487 0.722 1.440
14 O -2.079 0.847 0.847
15 O 3.812 2.362 0.387
16 C 4.432 3.558 0.343
17 O 5.223 3.934 1.167
18 C 4.024 4.447 -0.797
19 S 2.538 5.370 -0.252
20 H 6.420 1.644 1.087
21 H 5.184 0.796 1.954
22 H 6.181 -0.033 0.699
23 H 5.135 1.497 -0.981
24 H 3.179 0.357 -1.259
25 H 2.932 0.105 0.500
26 H 2.068 -3.221 -0.635
27 H 1.851 -1.665 0.069
28 H 1.393 1.194 -1.486
29 H 0.276 0.634 -3.778
30 H -1.737 -0.506 -2.387
31 H -0.791 2.565 -2.832
32 H 0.384 1.673 1.314
33 H -1.858 1.551 1.465
34 H 4.779 5.192 -0.973
35 H 3.763 3.907 -1.695
36 H 1.648 4.369 -0.328
37 C -0.097 -3.240 -6.037
38 Br 1.818 -3.356 -5.895
39 Br -0.732 -1.469 -5.663
40 Br -0.726 -3.884 -7.748
41 H -0.512 -3.892 -5.283
42 C 5.744 5.600 4.442
43 Br 7.265 4.786 5.297
44 Br 4.168 4.525 4.617
45 Br 5.454 7.397 5.079
46 H 5.968 5.666 3.387
47 C -1.954 -4.258 1.659
48 Br -1.000 -5.581 0.636
49 Br -3.779 -4.136 1.099
50 Br -1.808 -4.592 3.557
51 H -1.494 -3.297 1.457
52 C 4.392 6.912 8.860
53 Br 5.918 6.084 9.689
54 Br 2.818 5.819 9.018
55 Br 4.094 8.690 9.536
56 H 4.613 7.004 7.808
57 C -5.100 -1.972 -4.644
58 Br -4.534 -0.162 -5.029
59 Br -5.208 -3.037 -6.247
60 Br -4.009 -2.815 -3.304
61 H -6.103 -1.890 -4.229
62 C -9.108 -3.411 -2.482
63 Br -9.740 -4.675 -3.794
64 Br -7.705 -4.168 -1.426
65 Br -8.554 -1.749 -3.293
66 H -9.939 -3.175 -1.834
67 C -12.567 -1.869 -4.445
68 Br -12.097 -1.331 -6.230
69 Br -12.278 -0.449 -3.177
70 Br -14.366 -2.549 -4.354
71 H -11.906 -2.680 -4.175
72 C 1.404 -4.784 5.624
73 Br 2.356 -6.442 5.858
74 Br 0.974 -3.968 7.316
75 Br 2.350 -3.577 4.471
76 H 0.469 -5.019 5.136

Computed properties:
* charge: -1
* E_LUMO: 0.995 eV
* HOMO level: -5.80 eV



Record 5
A 2-piece molecular cluster, C3H7N4 overall at a distorted geometry, computed with ωB97M-V with the def2-TZVPD basis set.

Cartesian coordinates (Å):
1 C 1.635 -0.312 0.329
2 C -0.489 -0.323 -0.476
3 C -1.883 -0.683 -0.651
4 N -0.597 2.100 0.827
5 N 0.296 2.420 1.391
6 N 1.872 0.855 -0.155
7 N 0.396 -0.882 0.330
8 H 2.372 -0.938 0.801
9 H -0.094 0.544 -1.024
10 H -2.122 -1.693 -0.403
11 H -2.250 -0.478 -1.683
12 H -2.260 0.190 -0.124
13 H 2.870 0.983 -0.130
14 H 0.254 -1.784 0.970

Computed properties:
* charge: +1
* E_LUMO: -5.499 eV
* HOMO level: -15.66 eV



Record 6
One molecule with the formula C5H8N2 at a distorted geometry, computed with ωB97M-V with the def2-TZVPD basis set.

Cartesian coordinates (Å):
1 C 1.856 1.321 0.255
2 C 1.194 0.250 -0.612
3 C -0.124 -0.212 -0.056
4 C -0.649 -1.458 0.074
5 N -1.988 -1.309 0.365
6 C -2.210 0.053 0.350
7 N -1.140 0.728 0.102
8 H 1.858 0.977 1.286
9 H 1.391 2.292 0.131
10 H 2.907 1.413 -0.020
11 H 1.079 0.523 -1.656
12 H 1.822 -0.649 -0.579
13 H -0.120 -2.365 -0.164
14 H -2.660 -1.945 -0.036
15 H -3.217 0.380 0.560

Computed properties:
* charge: 0
* SMILES: CCc1c[nH]cn1
* E_LUMO: 0.950 eV
* HOMO level: -8.70 eV



Record 7
C11H15BrN3O as an isolated structure at a distorted geometry, computed with ωB97M-V with the def2-TZVPD basis set.

Cartesian coordinates (Å):
1 C -3.736 -5.162 -0.954
2 N -3.597 -5.548 -2.043
3 C -3.899 -4.709 0.370
4 C -3.690 -5.693 1.361
5 N -3.496 -6.501 2.179
6 Br -2.485 -3.506 0.677
7 H -4.871 -4.218 0.504
8 C 1.378 2.210 2.802
9 C 1.344 1.165 1.749
10 C 2.182 1.350 0.527
11 C 1.355 1.494 -0.776
12 C 0.425 2.701 -0.666
13 C 2.304 1.676 -1.962
14 O 0.611 0.257 -0.930
15 C -0.388 0.243 -1.917
16 C 0.603 0.117 1.903
17 N -0.114 -0.872 2.066
18 H 0.698 1.956 3.613
19 H 2.379 2.304 3.223
20 H 1.079 3.179 2.403
21 H 2.827 2.226 0.650
22 H 2.835 0.481 0.416
23 H 0.995 3.602 -0.446
24 H -0.112 2.870 -1.597
25 H -0.299 2.551 0.131
26 H 2.925 2.560 -1.825
27 H 2.957 0.811 -2.060
28 H 1.752 1.796 -2.892
29 H -0.820 -0.760 -1.942
30 H -1.179 0.951 -1.668
31 H 0.035 0.469 -2.895

Computed properties:
* charge: 0
* spin multiplicity: 2
* E_LUMO (alpha / beta): 0.219 / -0.931 eV
* HOMO level (alpha / beta): -8.55 / -9.94 eV
* ⟨S²⟩: 0.777



Record 8
One molecule with the formula CH6N4 at a distorted geometry, computed with ωB97M-V with the def2-TZVPD basis set.

Cartesian coordinates (Å):
1 C -0.336 -0.587 -0.356
2 H 0.033 -1.806 1.296
3 H -1.399 -1.148 2.118
4 H 0.174 0.906 0.836
5 H -0.754 -1.538 -0.507
6 H 1.161 1.610 -2.220
7 H 0.315 2.217 -0.832
8 N -0.291 -0.934 1.963
9 N -0.516 0.122 0.804
10 N 0.259 -0.050 -1.387
11 N 0.903 1.331 -1.174

Computed properties:
* charge: 0
* SMILES: N/N=C\NN
* E_LUMO: 0.956 eV
* HOMO level: -8.81 eV



Record 9
One molecule with the formula C7H9N3O3 at a distorted geometry, computed with ωB97M-V with the def2-TZVPD basis set.

Cartesian coordinates (Å):
1 C 0.875 -0.645 1.860
2 C 0.429 -0.985 0.668
3 C 0.812 1.853 1.747
4 C 1.252 -1.117 -1.684
5 C 1.539 0.706 2.244
6 C 0.483 -0.257 -0.636
7 C -0.847 -0.011 -1.399
8 N 0.434 2.765 1.149
9 N -0.790 1.071 -2.179
10 N -1.853 -0.763 -1.224
11 O -3.062 -0.219 -1.783
12 O 2.229 -0.768 -2.287
13 O -1.955 -1.858 -0.618
14 H 0.972 -1.482 2.616
15 H -0.005 -1.968 0.562
16 H 0.623 -1.995 -1.919
17 H 1.730 0.777 3.283
18 H 2.398 0.777 1.718
19 H 1.006 0.733 -0.516
20 H -1.720 1.272 -2.606
21 H -0.013 1.176 -2.818
22 H -3.939 -0.572 -1.288

Computed properties:
* charge: 0
* SMILES: N#CC/C=C\[C@@H](C=O)/C(N)=[N+](\[O-])O
* E_LUMO: 0.561 eV
* HOMO level: -8.31 eV



Record 10
A 9-piece molecular cluster, C2H22O9 overall at a distorted geometry, computed with ωB97M-V with the def2-TZVPD basis set.

Cartesian coordinates (Å):
1 C -8.029 -4.686 9.919
2 C -6.832 -5.296 9.211
3 O -5.803 -5.431 10.208
4 H -8.891 -4.433 9.301
5 H -7.672 -3.797 10.438
6 H -8.292 -5.429 10.672
7 H -6.515 -4.817 8.285
8 H -7.097 -6.273 8.805
9 H -5.545 -6.349 10.320
10 O -9.332 -4.503 6.294
11 H -9.752 -5.313 6.585
12 H -10.026 -4.020 5.846
13 O -4.414 -5.629 6.482
14 H -3.947 -6.068 5.771
15 H -4.065 -6.027 7.280
16 O -4.578 -4.693 12.745
17 H -5.090 -4.827 11.947
18 H -4.467 -5.570 13.110
19 O -5.218 -8.346 8.239
20 H -4.290 -8.141 8.130
21 H -5.591 -8.240 7.364
22 O -4.924 -2.245 9.544
23 H -5.305 -3.102 9.738
24 H -4.531 -2.349 8.677
25 O -8.088 -7.507 12.533
26 H -8.913 -7.951 12.334
27 H -7.432 -7.975 12.017
28 O -5.286 -8.066 10.916
29 H -4.382 -8.232 11.184
30 H -5.280 -8.181 9.966
31 O -7.534 -2.661 7.102
32 H -8.181 -3.312 6.830
33 H -6.755 -2.866 6.584

Computed properties:
* charge: 0
* SMILES: CCO.O.O.O.O.O.O.O.O
* E_LUMO: -0.444 eV
* HOMO level: -10.18 eV



Record 11
One molecule with the formula C4H7N3O2 at a distorted geometry, computed with ωB97M-V with the def2-TZVPD basis set.

Cartesian coordinates (Å):
1 C 1.192 0.079 -1.659
2 C -0.352 1.395 -0.153
3 C 0.291 -0.992 0.353
4 C 0.772 0.332 -0.264
5 N 2.460 0.538 -2.165
6 N 1.498 1.141 -2.615
7 N 0.239 -1.210 -3.549
8 O -0.312 -2.157 -4.026
9 O 0.595 -1.284 -2.220
10 H -1.123 1.197 -0.949
11 H 0.171 2.271 -0.243
12 H -0.761 1.350 0.862
13 H -0.509 -1.463 -0.314
14 H -0.017 -0.566 1.265
15 H 1.062 -1.754 0.501
16 H 1.725 0.605 0.356

Computed properties:
* charge: 0
* SMILES: CC(C)C1(ON=O)N=N1
* E_LUMO: 0.104 eV
* HOMO level: -10.20 eV



Record 12
A 2-piece molecular cluster, C2HClN2 overall at a distorted geometry, computed with ωB97M-V with the def2-TZVPD basis set.

Cartesian coordinates (Å):
1 C -1.720 0.995 0.924
2 C 1.801 -0.248 -0.379
3 N -1.788 0.046 0.237
4 N 2.161 -1.157 -0.963
5 Cl 1.347 1.057 0.484
6 H -1.802 -0.692 -0.303

Computed properties:
* charge: 0
* E_LUMO: 0.638 eV
* HOMO level: -11.68 eV



Q: The highest charge belongs to which entry?
A: C4H7N3



Q: The highest charge belongs to which entry?
A: C4H7N3



Q: Number 7 is which compound?
A: C11H15BrN3O



Q: Look up the charge of the second one.
A: 0